1.
148
Properties=species:S:1:pos:R:3 method="wB97M-V/def2-TZVPD" homo_energy_ev=-0.91 homo_lumo_gap_ev=4.433 total_energy_ha=-7856.476517 charge=-2
Cs -0.19509 0.37724 0.43003
N -1.73097 1.30328 -3.69115
P -1.64660 -0.03139 -2.64720
C -1.83848 -1.42305 -3.86802
C -1.13398 -2.60541 -3.67335
C -1.24809 -3.66585 -4.56736
C -2.07620 -3.55145 -5.67191
C -2.80146 -2.37959 -5.86985
C -2.68528 -1.33031 -4.97262
C -3.33284 -0.16687 -1.96864
C -3.61937 -1.51092 -1.32961
C -5.86056 -2.42144 -0.25563
C -6.76312 -1.44239 -0.26701
C -5.53689 0.67478 -1.19653
C -4.22010 0.82511 -1.91731
C -0.89742 2.43690 -3.49485
C -1.17766 3.58399 -4.24164
C -0.16673 4.58928 -4.21574
C 0.85967 4.53408 -3.34239
C 0.83105 3.46095 -2.26801
N 0.10048 2.26432 -2.65773
H -2.60681 1.51529 -4.14650
H -0.51605 -2.71535 -2.79162
H -0.68904 -4.57627 -4.38999
H -2.16572 -4.37125 -6.37481
H -3.46372 -2.28957 -6.72330
H -3.27174 -0.43102 -5.12760
H -3.05230 -2.27461 -1.86039
H -5.69698 -3.29009 0.37014
H -7.62830 -1.21829 0.34443
H -6.23228 1.41419 -1.60350
H -3.96086 1.81448 -2.28764
H -1.99414 3.60251 -4.95108
H -0.20693 5.40023 -4.93881
H 1.64071 5.28497 -3.32400
H 1.85860 3.15117 -2.03442
C -1.91102 -2.88252 3.72766
As -0.52247 -1.61774 3.17089
C 0.98759 -2.86545 3.20148
C -0.21876 -0.77391 4.92892
C 0.01029 -1.55011 6.06402
C 0.23412 -0.96728 7.30064
C 0.22545 0.41627 7.41427
C -0.00998 1.19829 6.29477
C -0.23378 0.61947 5.04549
As -0.60984 1.73489 3.45990
C -0.16831 3.48894 4.20835
C -2.54747 1.82860 3.80506
H -1.53764 -3.56333 4.49313
H -2.21637 -3.44831 2.84760
H -2.77292 -2.33554 4.10900
H 0.99279 -3.45144 4.12116
H 1.91991 -2.30873 3.11125
H 0.89447 -3.53719 2.34676
H 0.02316 -2.63134 5.98184
H 0.42154 -1.58833 8.16881
H 0.40705 0.88729 8.37338
H -0.00676 2.27560 6.39773
H -0.92318 3.81989 4.92407
H -0.11153 4.19591 3.38364
H 0.81396 3.44560 4.67410
H -2.71936 2.23438 4.80295
H -2.97597 0.82946 3.73707
H -3.02520 2.45936 3.05533
C 6.22459 -3.63215 -1.32991
C 6.55897 -2.33721 -0.94249
C 5.66276 -1.56491 -0.22183
C 4.40599 -2.06000 0.13345
C 4.08601 -3.35895 -0.25830
C 4.98007 -4.13783 -0.98038
C 3.42935 -1.23685 0.89987
C 3.75209 -0.12540 1.52842
C 3.39233 0.96153 2.28457
C 3.44111 0.95190 3.72066
C 3.43073 2.12216 4.44600
C 3.30663 3.37326 3.83393
C 3.08666 3.39327 2.45294
C 3.08870 2.24023 1.69939
H 6.92175 -4.23339 -1.90193
H 7.52609 -1.92617 -1.21217
H 5.90896 -0.55500 0.08689
H 3.10927 -3.75244 -0.00457
H 4.69668 -5.14024 -1.28109
H 2.41543 -1.66123 0.86555
H 3.57631 0.00219 4.22627
H 3.52303 2.06187 5.52737
H 3.32895 4.28866 4.41180
H 2.90682 4.33821 1.95180
H 2.96927 2.30418 0.62117
C -0.52770 -7.41006 0.48935
C -1.71419 -6.80781 0.89695
C -1.88999 -5.44102 0.76059
C -0.88348 -4.64092 0.21624
C 0.30098 -5.25458 -0.19435
C 0.47685 -6.62522 -0.05993
C -1.03491 -3.17828 0.04701
C -2.14490 -2.49866 0.26825
C -3.05370 -1.51505 0.10020
C -3.51479 -0.63592 1.11968
C -4.46276 0.42257 1.13655
C -5.32255 1.01821 0.26171
C -6.13495 -0.71688 -1.44334
C -5.09959 -1.89057 -1.45591
H -0.39061 -8.47927 0.59799
H -2.50641 -7.41100 1.32609
H -2.81598 -4.96546 1.06514
H 1.07877 -4.63990 -0.63593
H 1.40475 -7.08056 -0.38601
H -0.12340 -2.69629 -0.32174
H -3.08082 -0.84565 2.09206
H -4.52519 0.87038 2.12597
H -5.89401 1.85932 0.64023
H -6.75677 -0.69975 -2.34579
H -5.20700 -2.51823 -2.34613
C 2.45291 6.89907 1.31175
C 3.06508 6.24447 0.22104
C 2.36677 5.33294 -0.51870
C 1.01498 5.01624 -0.21881
C 0.25624 4.07550 -0.98802
C -1.02859 3.79885 -0.60354
C -1.62618 4.43902 0.50725
C -0.93441 5.36856 1.22292
C 0.40884 5.67144 0.88236
C 1.15798 6.61264 1.63243
H 3.01816 7.60970 1.90242
H 4.09996 6.45398 -0.01975
H 2.85386 4.83910 -1.34790
H -1.60869 3.08901 -1.17929
H -2.64826 4.19069 0.77169
H -1.38940 5.87826 2.06532
H 0.68052 7.09659 2.47786
O 2.28412 -2.74677 -3.93447
C 1.89726 -1.89910 -2.97654
O 1.56709 -2.26861 -1.87719
C 1.89506 -0.44848 -3.39422
N 2.12613 -0.31059 -4.84646
C 3.26159 0.61632 -5.03362
C 3.33549 1.41522 -3.73641
C 3.00746 0.34863 -2.69547
H 0.93573 -0.01504 -3.10567
H 1.29189 0.06597 -5.27747
H 2.40436 -2.15722 -4.71909
H 3.10310 1.23275 -5.91890
H 4.17817 0.03696 -5.18387
H 2.55125 2.17470 -3.74259
H 4.30237 1.89362 -3.57420
H 2.63957 0.73980 -1.75091
H 3.87880 -0.27968 -2.48791

=====

2.
189
Properties=species:S:1:pos:R:3 method="wB97M-V/def2-TZVPD" homo_energy_ev=-8.98 homo_lumo_gap_ev=9.524 total_energy_ha=-5000.995022 charge=0
F -19.06774 17.09247 29.11428
C -20.39363 17.10026 28.89186
C -20.94197 18.04853 28.05520
C -22.31386 17.92488 27.84213
C -23.07967 16.98073 28.44905
C -22.46962 16.04334 29.27631
C -21.06800 16.07984 29.49541
H -20.20112 18.69470 27.58024
H -22.81265 18.57148 27.09834
H -24.10819 16.95326 28.20478
H -23.05481 15.23204 29.74661
H -20.54783 15.33572 30.09717
F -16.93591 12.21320 29.36377
C -17.47279 12.65653 28.19115
C -18.12883 11.72825 27.43970
C -18.65909 12.16994 26.23841
C -18.65027 13.49700 25.93571
C -18.09834 14.43865 26.77259
C -17.51480 13.99239 27.94389
H -18.09347 10.70110 27.70186
H -19.09719 11.41336 25.55584
H -19.07216 13.81593 24.98511
H -18.08712 15.50386 26.50896
H -17.22348 14.69631 28.72334
F -18.76241 14.85951 22.96468
C -18.58744 16.07153 22.47372
C -18.99597 16.34444 21.17583
C -18.96616 17.64558 20.74075
C -18.48654 18.60755 21.60930
C -18.13186 18.36615 22.93004
C -18.11531 16.98872 23.37530
H -19.32869 15.49145 20.58462
H -19.37526 17.87208 19.73506
H -18.51713 19.64397 21.31028
H -17.95082 19.18143 23.59668
H -17.89800 16.68471 24.39239
F -14.51197 17.68862 19.99033
C -14.83853 17.05973 18.86092
C -14.19114 17.27606 17.65374
C -14.67557 16.70482 16.48977
C -15.76729 15.84142 16.55648
C -16.33575 15.53999 17.79916
C -15.86201 16.16510 18.92243
H -13.40097 18.01752 17.68465
H -14.33680 17.01885 15.50225
H -16.08519 15.42721 15.58967
H -17.13139 14.80528 17.84278
H -16.32910 15.87167 19.85201
F -21.59220 11.02627 18.35979
C -21.91061 9.76278 17.90924
C -21.38479 8.72496 18.70534
C -21.93209 7.48410 18.48877
C -22.71677 7.19278 17.36355
C -23.10572 8.28436 16.54783
C -22.75363 9.58937 16.83413
H -20.81454 8.98364 19.59988
H -21.76726 6.63158 19.15733
H -22.94239 6.17419 17.09546
H -23.66816 8.11494 15.61497
H -23.24840 10.42712 16.28786
F -23.97039 17.22229 17.70884
C -23.40232 16.25925 18.49419
C -22.07940 15.92839 18.22147
C -21.61207 14.87660 18.94119
C -22.27565 14.32335 20.05345
C -23.55921 14.78237 20.33792
C -24.16673 15.70325 19.51912
H -21.55361 16.45097 17.45209
H -20.60632 14.52069 18.69971
H -21.82602 13.51538 20.61852
H -24.17425 14.38412 21.10826
H -25.17441 16.00063 19.61161
F -21.60586 20.60632 17.74501
C -20.33656 20.23678 17.54443
C -20.02583 19.37369 16.47683
C -18.73742 18.83286 16.39173
C -17.73286 19.21376 17.29244
C -18.05609 20.04774 18.36384
C -19.34108 20.61950 18.51062
H -20.87759 19.00706 15.87206
H -18.44140 18.15650 15.55986
H -16.79090 18.71337 17.19284
H -17.38371 20.40131 19.13734
H -19.58869 21.23070 19.35704
C -22.62479 19.27708 20.73422
C -23.30060 20.23644 21.73171
O -22.40975 20.90030 22.56933
C -22.24668 20.39018 23.83450
O -22.93525 19.57915 24.46107
O -21.17335 20.96459 24.39129
C -21.07276 20.92668 25.79732
H -21.75748 19.79690 20.30295
H -23.33297 19.05173 19.95528
H -22.27521 18.42783 21.28390
H -24.10539 19.80979 22.29805
H -23.79944 20.99699 21.09305
H -20.61553 21.89460 26.06181
H -20.32380 20.12375 26.04162
H -22.02772 20.68183 26.20571
C -14.20305 21.30193 19.85271
C -15.18753 21.35952 20.99808
O -16.29350 22.09111 20.52805
C -17.28389 22.26828 21.37570
O -17.26514 21.96672 22.51934
O -18.33708 22.70222 20.68438
C -19.55075 22.79939 21.44540
H -14.74280 20.97786 18.94649
H -13.53135 20.48600 20.11989
H -13.55598 22.15601 19.71713
H -14.76877 21.96681 21.74980
H -15.44139 20.36849 21.41066
H -19.59467 21.90842 22.10443
H -20.29931 22.86522 20.61580
H -19.58246 23.73547 22.03717
C -16.16289 26.69010 18.64494
C -16.55262 26.08969 19.95916
O -15.41197 26.13762 20.84813
C -15.55856 25.49749 22.05680
O -14.65250 25.20367 22.75706
O -16.84278 25.31252 22.32037
C -17.05616 24.99987 23.75849
H -15.49335 25.97107 18.18411
H -15.70110 27.71660 18.68270
H -17.05093 26.69424 17.99544
H -16.93105 25.09199 19.92609
H -17.37905 26.70139 20.31015
H -16.83142 25.81969 24.43260
H -16.47620 24.14096 23.96682
H -18.12735 24.71055 23.85576
C -17.94068 11.29043 18.86461
C -18.90922 11.82822 19.89119
O -18.34848 13.01329 20.50577
C -17.38917 12.77638 21.39644
O -17.08219 11.73553 21.89890
O -16.67344 13.91187 21.50823
C -15.52685 13.86438 22.42485
H -17.77350 11.88415 17.99064
H -18.44676 10.37800 18.58709
H -16.91193 11.14638 19.29984
H -19.17468 11.01735 20.59706
H -19.85326 12.08235 19.36735
H -15.04313 12.91357 22.30630
H -15.99407 13.99452 23.43063
H -14.89131 14.67385 22.22700
C -21.83688 15.55215 23.88049
C -22.49019 16.21628 25.13258
O -23.38625 15.42579 25.75308
C -22.75226 14.41889 26.46704
O -21.56144 14.27664 26.57564
O -23.73736 13.70823 27.09705
C -23.35236 12.53831 27.78039
H -22.66029 15.25984 23.22426
H -21.19181 14.68800 24.10024
H -21.22252 16.21553 23.28091
H -22.97462 17.19668 24.95808
H -21.69290 16.56671 25.81258
H -22.56272 12.72452 28.53285
H -22.90078 11.82475 27.04406
H -24.22632 12.15561 28.24998
C -14.70936 21.81768 25.06156
C -16.02063 21.63917 25.84878
O -16.58335 22.89791 26.28980
C -15.80898 23.42574 27.21646
O -14.84556 22.98073 27.75168
O -16.39717 24.64209 27.49499
C -15.71040 25.40426 28.48015
H -13.86389 21.85830 25.76660
H -14.65592 22.72248 24.40920
H -14.53601 20.91716 24.42496
H -15.87863 21.08959 26.77538
H -16.78801 21.24308 25.20210
H -15.89058 24.96303 29.47256
H -16.25734 26.37832 28.47321
H -14.65986 25.48577 28.26740
C -18.68939 15.93682 11.13731
C -19.35847 16.63627 12.35950
O -20.10402 15.63653 13.10982
C -19.41878 15.10512 14.12290
O -18.28872 15.34501 14.51329
O -20.30524 14.29504 14.79853
C -19.61296 13.73614 15.96917
H -17.98796 15.26268 11.60188
H -18.05319 16.56803 10.56331
H -19.38786 15.44372 10.45885
H -20.00349 17.44424 12.08398
H -18.56723 17.04149 12.99056
H -19.44193 14.56544 16.64069
H -18.61252 13.32507 15.70387
H -20.39196 13.07885 16.37032